# 1
{"formula": "C4H7NO", "method": "ωB97M-V with the def2-TZVPD basis set", "symbols": ["H", "N", "C", "C", "O", "C", "C", "H", "H", "H", "H", "H", "H"], "positions_angstrom": [[1.3810, 1.1486, -0.9730], [1.1179, 0.3590, -1.5735], [0.7702, -0.6357, -0.8715], [0.8176, -0.7744, 0.6535], [0.2898, 0.3273, 1.3856], [-0.7765, 0.9576, 0.8114], [-1.5805, 0.3966, -0.0861], [0.3872, -1.5171, -1.4015], [0.3304, -1.7125, 0.9522], [1.8709, -0.8343, 0.9477], [-0.8542, 1.9874, 1.1547], [-1.5486, -0.6771, -0.2417], [-2.2052, 0.9746, -0.7578]], "atomic_forces_ev_per_a": [[0.1, -0.1, -0.1], [0.0, -0.3, 0.4], [0.2, 0.1, -0.3], [0.1, -0.1, 0.0], [0.0, 0.1, -0.2], [-0.3, 0.0, -0.1], [-0.1, 0.1, 0.2], [0.3, 0.1, 0.1], [0.0, 0.2, -0.1], [-0.1, -0.1, 0.0], [0.1, -0.1, -0.2], [0.1, 0.2, -0.3], [-0.3, 0.0, 0.5]], "homo_ev": -9.06, "e_lumo_ev": 1.0, "total_charge": 0, "relative_energy_kcal_mol": 63.51, "orbital_gap_ev": 10.08, "smiles": "[H]/N=C\\COC=C"}

# 2
{"formula": "C4H10NOS", "method": "ωB97M-V with the def2-TZVPD basis set", "symbols": ["N", "C", "C", "O", "C", "C", "S", "H", "H", "H", "H", "H", "H", "H", "H", "H", "H"], "positions_angstrom": [[-1.8182, -0.1544, -0.9827], [-0.4736, 0.3165, -0.4085], [-0.7560, 1.5796, 0.5014], [-1.7728, 2.2313, 0.3490], [0.2881, -0.9163, 0.1960], [1.6577, -0.6626, 1.0208], [2.7921, 0.5170, 0.0637], [-1.7855, -0.1890, -2.0588], [-1.9892, -1.0949, -0.6576], [-2.6552, 0.3610, -0.5769], [0.0522, 0.7115, -1.2817], [0.1291, 1.8132, 1.1578], [0.3930, -1.6651, -0.5708], [-0.3405, -1.3579, 1.0339], [1.4371, -0.1152, 1.9632], [2.4388, -1.4884, 1.4123], [2.4029, 0.1137, -1.1610]], "atomic_forces_ev_per_a": [[-0.3, 0.1, -0.7], [0.0, 0.3, 0.5], [-0.2, 0.0, -0.8], [1.6, -1.3, 0.5], [0.1, -0.1, 2.9], [1.6, 0.6, -0.2], [-0.8, -0.4, 0.3], [-0.5, 0.3, 2.1], [0.1, -0.7, -0.1], [1.2, 0.3, -1.0], [0.2, 0.0, 0.2], [-0.9, 0.2, -0.3], [0.3, -0.3, -0.3], [0.2, 0.3, -1.2], [-0.1, -0.2, -0.7], [-2.7, 1.0, -1.5], [0.2, -0.1, 0.1]], "homo_ev": -12.78, "e_lumo_ev": -4.1, "total_charge": 1, "relative_energy_kcal_mol": 56.54, "orbital_gap_ev": 8.68, "smiles": "[NH3+][C@@H](C=O)CCS"}

# 3
{"formula": "C21H22N4O", "method": "ωB97M-V with the def2-TZVPD basis set", "symbols": ["C", "C", "C", "C", "C", "C", "C", "C", "C", "C", "C", "N", "C", "C", "C", "C", "N", "C", "C", "O", "C", "C", "C", "C", "N", "N", "H", "H", "H", "H", "H", "H", "H", "H", "H", "H", "H", "H", "H", "H", "H", "H", "H", "H", "H", "H", "H", "H"], "positions_angstrom": [[2.7655, -4.6478, -2.2440], [1.9613, -4.4052, -3.4822], [1.9299, -5.3643, -4.4852], [1.1978, -5.1781, -5.6443], [0.4738, -4.0120, -5.8177], [0.4852, -3.0494, -4.8267], [1.2197, -3.2294, -3.6566], [1.1919, -2.1688, -2.6381], [-0.0005, -1.4796, -2.3377], [0.0369, -0.4994, -1.3813], [1.2810, -0.2534, -0.7649], [1.4962, 0.6945, 0.1875], [0.5696, 1.4229, 0.9324], [-0.6494, 0.8949, 1.3439], [-1.5296, 1.6465, 2.0982], [-1.2280, 2.9557, 2.4841], [-2.1204, 3.7684, 3.1721], [-3.4756, 3.3302, 3.4359], [-3.5676, 2.5808, 4.7716], [-3.1014, 3.3943, 5.8269], [-1.7759, 3.8156, 5.5953], [-1.6531, 4.5890, 4.2735], [0.0121, 3.4691, 2.0816], [0.8899, 2.7201, 1.3315], [2.3786, -0.9196, -1.1364], [2.3268, -1.8474, -2.0361], [2.1746, -4.4463, -1.3525], [3.6211, -3.9765, -2.2208], [3.1172, -5.6764, -2.2109], [2.4942, -6.2772, -4.3550], [1.1947, -5.9397, -6.4103], [-0.0960, -3.8513, -6.7211], [-0.0649, -2.1303, -4.9720], [-0.9207, -1.7262, -2.8464], [-0.8337, 0.0863, -1.1310], [2.4744, 0.8851, 0.3554], [-0.9027, -0.1273, 1.1074], [-2.4545, 1.1817, 2.4013], [-3.8449, 2.7202, 2.6131], [-4.0970, 4.2309, 3.5026], [-4.6025, 2.3333, 5.0133], [-2.9716, 1.6561, 4.7257], [-1.5067, 4.4479, 6.4428], [-1.1045, 2.9419, 5.5641], [-0.6178, 4.8872, 4.1259], [-2.2798, 5.4861, 4.3209], [0.2865, 4.4804, 2.3385], [1.8385, 3.1450, 1.0362]], "atomic_forces_ev_per_a": [[0.2, -0.1, 0.0], [-0.1, 0.0, 0.0], [0.0, 0.0, -0.1], [0.0, 0.0, -0.1], [-0.1, 0.0, -0.1], [0.1, 0.0, 0.1], [0.0, -0.2, -0.3], [-0.6, 0.4, 0.2], [0.4, 0.0, 0.2], [0.2, 0.0, 0.0], [-0.4, -0.3, -0.5], [0.6, 0.1, 0.1], [-0.4, 0.1, 0.2], [0.3, 0.0, -0.1], [-0.1, 0.2, 0.1], [0.2, -0.2, -0.3], [-0.3, 0.3, 0.0], [-0.1, -0.2, 0.3], [-0.1, 0.0, -0.3], [-0.1, 0.1, 0.1], [0.3, 0.3, -0.1], [0.0, -0.1, 0.4], [0.0, -0.1, 0.1], [-0.1, -0.2, -0.1], [0.1, 0.7, 0.9], [0.1, -0.6, -0.7], [0.0, 0.0, 0.1], [0.0, -0.1, 0.1], [0.0, -0.1, 0.0], [0.0, -0.1, 0.0], [0.0, -0.1, -0.1], [0.0, 0.0, -0.1], [0.0, 0.1, 0.0], [0.0, 0.0, 0.0], [-0.1, 0.0, 0.0], [-0.1, -0.1, 0.0], [0.0, -0.1, 0.0], [-0.1, 0.0, 0.1], [0.0, 0.0, 0.0], [0.0, -0.1, 0.0], [0.0, -0.1, -0.1], [-0.1, 0.0, 0.0], [0.1, 0.0, 0.0], [0.0, 0.1, 0.0], [0.0, 0.1, 0.0], [0.1, 0.0, 0.0], [0.0, 0.1, 0.0], [0.1, 0.1, -0.1]], "homo_ev": -7.29, "e_lumo_ev": 0.7, "total_charge": 0, "relative_energy_kcal_mol": 61.95, "orbital_gap_ev": 7.99, "smiles": "Cc1ccccc1-c1ccc(Nc2ccc(N3CCOCC3)cc2)nn1"}

# 4
{"formula": "C8H30O9", "method": "ωB97M-V with the def2-TZVPD basis set", "symbols": ["C", "C", "C", "C", "C", "C", "C", "C", "H", "H", "H", "H", "H", "H", "H", "H", "H", "H", "H", "H", "O", "H", "H", "O", "H", "H", "O", "H", "H", "O", "H", "H", "O", "H", "H", "O", "H", "H", "O", "H", "H", "O", "H", "H", "O", "H", "H"], "positions_angstrom": [[-1.3585, -0.1632, 0.4043], [-0.3493, -0.7825, -0.2343], [0.9343, -0.6704, 0.3618], [2.1617, -0.7563, -0.1742], [2.3021, -1.0534, -1.6423], [3.3869, -0.2999, 0.5601], [4.0615, -0.9859, 1.4544], [3.3652, 1.2505, 0.5630], [-1.2052, 0.4734, 1.2409], [-2.3692, -0.3966, 0.0389], [-0.6289, -1.2660, -1.1626], [0.8985, -0.6054, 1.4457], [3.3167, -1.2982, -1.9490], [2.0368, -0.2166, -2.3202], [1.6268, -1.8916, -1.8580], [4.2345, -2.0628, 1.4538], [4.8314, -0.4610, 2.0476], [2.4215, 1.6364, 0.2114], [3.1961, 1.5721, 1.5721], [4.1367, 1.5886, -0.1096], [0.4305, 1.5740, 3.1718], [0.5430, 1.1393, 4.0317], [0.4907, 0.8802, 2.5077], [-0.9960, 3.5518, 2.2820], [-0.3363, 3.8745, 2.9210], [-1.2827, 2.7856, 2.8247], [0.5350, 2.5317, -4.0057], [0.5822, 3.0731, -3.1970], [1.3795, 2.2397, -4.3747], [-1.7739, -3.9634, 1.8500], [-2.5289, -3.8168, 1.2143], [-1.5065, -4.7812, 1.4040], [-0.5896, 3.5228, -0.6563], [-1.0646, 2.7556, -1.0156], [-0.5383, 3.4968, 0.3139], [-3.6122, -3.1489, 0.0193], [-3.9694, -2.2695, 0.2054], [-3.0502, -3.0029, -0.7485], [-1.8435, 1.1980, -3.5375], [-2.5660, 1.7751, -3.7546], [-1.0538, 1.3532, -4.0761], [-2.5507, -1.3049, -2.9176], [-2.3751, -0.4417, -3.3698], [-2.1909, -0.9655, -2.0856], [-0.7837, -1.4994, 2.8033], [-1.0633, -2.3291, 2.3658], [0.0126, -1.6772, 3.2966]], "atomic_forces_ev_per_a": [[-0.5, -1.2, -1.7], [-1.9, 0.9, 0.3], [2.4, -0.7, 0.8], [0.1, -0.1, -1.1], [-0.2, 0.1, -0.7], [-2.9, 1.3, 0.6], [2.5, -0.4, 0.2], [-0.7, -1.4, -0.4], [-0.2, 0.2, 0.6], [0.2, 0.7, 0.3], [0.8, -0.5, 0.0], [0.0, 0.4, -0.1], [0.1, -0.3, 0.3], [-0.2, -0.2, 0.5], [0.3, 0.2, -0.3], [-0.8, 0.1, 0.1], [-0.5, -0.1, -0.2], [-0.4, -0.3, -1.0], [1.5, 0.5, 0.8], [0.6, 0.8, 0.6], [0.3, -0.2, 0.8], [0.0, 0.0, -0.4], [0.0, -0.1, 0.0], [-0.2, -0.1, 1.2], [0.0, 0.2, -0.7], [0.0, 0.3, -0.9], [-0.5, -0.2, -0.3], [0.6, -0.5, -0.5], [-0.1, 0.6, 0.7], [-0.9, -0.8, -1.4], [0.2, 0.9, 0.9], [0.8, 0.0, 0.7], [0.2, 0.0, -0.6], [0.2, 0.2, 0.7], [-0.4, -0.4, -0.2], [-0.2, 0.3, -0.1], [0.0, -0.2, 0.1], [0.0, 0.0, -0.3], [0.2, -0.8, 0.5], [-0.1, 0.6, -0.5], [-0.2, 0.7, 0.1], [0.4, 0.9, 0.3], [-0.3, -0.7, -0.5], [-0.2, -0.6, 0.3], [-0.4, 0.2, 0.0], [0.3, 0.1, 0.3], [0.2, -0.5, 0.2]], "homo_ev": -8.40, "e_lumo_ev": 0.3, "total_charge": 0, "relative_energy_kcal_mol": 49.88, "orbital_gap_ev": 8.71, "smiles": "C=C/C=C(\\C)C(=C)C.O.O.O.O.O.O.O.O.O"}

no.,total energy (hartree)
1,-286.530443
2,-686.280896
3,-1107.661918
4,-999.860220